{
  "formula": "C22H41BrCl26NO5P",
  "method": "ωB97M-V with the def2-TZVPD basis set",
  "lumo_ev": 0.27,
  "homo_ev": -8.8098,
  "fmax_ev_per_a": 4.9,
  "total_charge": 0,
  "homo_lumo_gap_ev": 9.08,
  "symbols": ["C", "C", "O", "O", "C", "O", "C", "C", "N", "C", "C", "C", "C", "Cl", "O", "C", "Br", "P", "O", "Cl", "H", "H", "H", "H", "H", "H", "H", "H", "H", "H", "H", "H", "H", "H", "H", "H", "H", "C", "Cl", "Cl", "H", "H", "C", "Cl", "Cl", "H", "H", "C", "Cl", "Cl", "H", "H", "C", "Cl", "Cl", "H", "H", "C", "Cl", "Cl", "H", "H", "C", "Cl", "Cl", "H", "H", "C", "Cl", "Cl", "H", "H", "C", "Cl", "Cl", "H", "H", "C", "Cl", "Cl", "H", "H", "C", "Cl", "Cl", "H", "H", "C", "Cl", "Cl", "H", "H", "C", "Cl", "Cl", "H", "H"],
  "positions_angstrom": [[-8.09377, -1.07498, -2.02722], [-6.99382, -0.26315, -1.37262], [-6.87826, -0.29283, -0.23365], [-6.20216, 0.51515, -2.20263], [-4.85024, 0.32670, -2.03713], [-4.45622, -0.70159, -1.66863], [-3.84362, 1.40988, -2.39763], [-3.42852, 2.37486, -1.27439], [-2.34920, 3.20338, -1.82158], [-2.84932, 1.64324, -0.01107], [-1.63489, 0.77155, -0.38240], [-0.98923, 0.05685, 0.81867], [-0.09178, 1.08227, 1.57115], [0.14624, -1.16487, 0.07547], [-3.83649, 0.91780, 0.71753], [-4.22705, 1.47141, 1.92029], [-3.05509, 1.13169, 3.45831], [-4.75337, 3.67957, -0.88183], [-4.01468, 4.62350, 0.29185], [-6.41832, 2.78866, -0.00515], [-8.76184, -0.45461, -2.62779], [-8.69984, -1.53952, -1.25466], [-7.62662, -1.87889, -2.60247], [-4.18067, 1.94996, -3.29089], [-2.94728, 0.87416, -2.70771], [-1.67111, 3.43460, -1.10613], [-1.88058, 2.72539, -2.58036], [-2.48218, 2.44762, 0.64695], [-0.82673, 1.34167, -0.84171], [-1.93089, 0.01272, -1.11340], [-1.72680, -0.40714, 1.46042], [-0.46480, 2.07381, 1.30052], [0.96497, 0.99559, 1.26278], [-0.20127, 0.94855, 2.64641], [-4.41905, 2.54145, 1.86010], [-5.18518, 1.01544, 2.16514], [-4.66884, 4.68359, 1.00896], [4.23945, 1.94322, 1.85942], [4.26271, 1.09917, 0.30311], [2.59215, 2.40228, 2.30443], [4.63968, 1.28239, 2.61949], [4.84783, 2.83535, 1.78761], [-9.38309, 5.93543, 0.59597], [-10.11784, 4.87968, 1.80828], [-7.66677, 5.57314, 0.37463], [-9.89285, 5.78931, -0.34968], [-9.48632, 6.96487, 0.92037], [-1.23407, -3.49525, 3.14963], [0.32434, -4.25215, 3.51585], [-1.27351, -1.80595, 3.66387], [-1.39879, -3.53700, 2.07780], [-2.01416, -4.03926, 3.66668], [5.51077, 5.21744, 3.94218], [5.09766, 3.55351, 4.37117], [6.31710, 5.30109, 2.37030], [4.59857, 5.80213, 3.89887], [6.17566, 5.61842, 4.69879], [-3.72031, 0.68055, 7.48513], [-2.12273, 1.01114, 6.80901], [-3.62415, 0.23119, 9.19302], [-4.32956, 1.57330, 7.39270], [-4.16797, -0.13566, 6.93418], [-5.68152, -2.17590, 4.27612], [-4.12972, -2.94279, 4.64252], [-5.69627, -0.48739, 4.79436], [-5.84984, -2.21714, 3.20522], [-6.46841, -2.70832, 4.79842], [3.27152, -1.26843, -2.08376], [3.65672, -0.20374, -3.44283], [3.70652, -2.94890, -2.42519], [3.82672, -0.93347, -1.21514], [2.20612, -1.21576, -1.88881], [6.72748, -3.37617, -4.35469], [7.11820, -2.31141, -5.70845], [7.17141, -5.05311, -4.70304], [7.27564, -3.04163, -3.47889], [5.66068, -3.32667, -4.16673], [10.46754, -2.31189, -2.22983], [10.49417, -3.15171, -3.78369], [8.82349, -1.85102, -1.77322], [10.86935, -2.97228, -1.46951], [11.07319, -1.41531, -2.30301], [8.98849, -2.98484, -8.59897], [8.35955, -3.80761, -10.03275], [9.74241, -1.43926, -9.01442], [8.16974, -2.79882, -7.91366], [9.73105, -3.62025, -8.12915], [8.01159, 1.63016, -4.45641], [8.99293, 0.29038, -5.05566], [6.38421, 1.08963, -4.02350], [8.48688, 2.04635, -3.57501], [7.93859, 2.38464, -5.23188], [-0.29201, -8.01269, 3.47725], [-1.58869, -8.59092, 4.53203], [-0.35764, -8.78050, 1.88615], [-0.39747, -6.94145, 3.35213], [0.66207, -8.24358, 3.93769]],
  "forces_ev_per_angstrom": [[0.19, 0.25, -0.47], [-2.00, -0.96, -3.50], [1.26, 0.34, 4.77], [0.31, 0.82, -0.62], [-0.19, 1.95, -0.50], [1.16, -3.29, 1.11], [-1.11, 0.55, -0.47], [0.54, -0.71, 1.34], [-0.53, 0.23, 0.02], [0.56, 0.55, -0.05], [-0.45, -1.05, 0.18], [0.98, 1.49, -0.74], [-0.54, -0.73, -0.35], [-0.48, -0.37, 0.41], [0.48, -0.07, -0.16], [-1.09, -0.19, -0.30], [0.06, 0.42, -0.31], [0.10, 1.18, -2.04], [-0.82, -1.36, 0.15], [0.80, -0.42, 0.42], [0.30, -0.13, -0.31], [0.18, 0.12, 0.18], [-0.17, 0.24, -0.30], [-0.09, 0.27, 0.29], [-0.06, -0.12, 0.10], [-0.03, 0.14, -0.09], [0.06, 0.13, 0.02], [-0.10, -0.01, -0.10], [-0.23, 0.24, -0.05], [-0.13, 0.04, 0.17], [0.16, -0.41, -0.12], [0.23, 0.10, 0.29], [-0.91, -0.07, 0.14], [0.30, 0.07, -0.01], [0.56, 0.05, 0.15], [0.19, -0.18, 0.16], [0.39, 0.30, 0.11], [0.00, -0.04, -0.03], [0.09, 0.07, -0.03], [0.43, 0.29, 0.20], [-0.09, -0.06, -0.05], [-0.06, -0.01, -0.16], [-0.04, 0.15, 0.00], [-0.05, 0.02, -0.01], [-0.27, 0.50, -0.02], [0.06, -0.10, 0.02], [0.04, -0.05, 0.08], [0.04, 0.07, -0.13], [0.01, -0.06, -0.03], [0.24, -0.17, 0.01], [0.12, 0.07, 0.01], [0.08, 0.00, 0.08], [-0.03, 0.10, 0.07], [0.11, 0.17, 0.39], [-0.01, 0.05, -0.01], [-0.01, -0.09, -0.08], [0.06, -0.09, -0.05], [-0.07, 0.01, 0.00], [0.08, 0.01, 0.00], [-0.06, 0.01, 0.01], [0.08, 0.02, 0.05], [0.10, -0.07, 0.04], [-0.10, -0.14, -0.06], [-0.41, -0.06, 0.13], [-0.37, -0.09, -0.02], [0.11, 0.09, 0.01], [0.07, 0.03, 0.08], [-0.06, 0.09, 0.07], [-0.27, -0.09, 0.06], [-0.09, -0.04, 0.12], [0.04, -0.13, -0.09], [0.02, -0.04, -0.08], [-0.09, -0.03, 0.12], [-0.22, -0.02, 0.11], [-0.01, -0.05, 0.06], [0.05, -0.06, -0.19], [0.08, -0.02, -0.16], [0.14, -0.01, -0.01], [0.04, 0.00, 0.00], [0.02, 0.12, 0.17], [-0.10, -0.05, -0.03], [-0.10, 0.02, -0.09], [-0.04, -0.03, 0.06], [-0.01, -0.05, 0.03], [0.03, 0.02, 0.08], [0.05, -0.02, -0.18], [0.03, 0.02, -0.09], [0.01, 0.10, 0.01], [0.26, 0.21, 0.02], [0.24, 0.15, 0.02], [-0.02, -0.09, 0.02], [-0.04, -0.09, -0.04], [0.03, 0.06, 0.00], [0.02, 0.04, 0.06], [0.06, 0.03, -0.02], [-0.05, -0.05, -0.03], [-0.05, -0.09, -0.01]]
}